No. 1
{
  "formula": "C33H59BaN2O2P2",
  "method": "ωB97M-V/def2-TZVPD",
  "species": ["C", "C", "C", "C", "C", "H", "H", "H", "N", "P", "P", "C", "H", "H", "C", "H", "C", "C", "C", "C", "C", "H", "H", "H", "C", "H", "H", "H", "C", "H", "H", "H", "C", "H", "H", "H", "C", "H", "H", "H", "C", "H", "H", "H", "C", "H", "H", "H", "C", "H", "H", "H", "C", "H", "H", "H", "C", "H", "H", "H", "C", "H", "H", "H", "C", "H", "H", "H", "Ba", "C", "O", "N", "C", "C", "C", "C", "C", "H", "H", "H", "H", "H", "H", "H", "H", "H", "C", "C", "C", "O", "C", "H", "H", "H", "H", "H", "H", "H", "H"],
  "positions_angstrom": [[2.329, -1.431, -1.210], [1.170, 0.363, -2.105], [3.291, -1.365, -2.223], [1.988, 0.364, -3.247], [3.102, -0.476, -3.276], [4.136, -2.049, -2.178], [1.772, 1.054, -4.063], [3.786, -0.447, -4.119], [1.336, -0.532, -1.107], [0.817, -2.831, 0.675], [0.025, 2.329, -0.312], [2.420, -2.569, -0.181], [2.733, -3.492, -0.697], [3.210, -2.336, 0.552], [0.044, 1.377, -1.957], [0.151, 2.178, -2.705], [-1.483, 3.508, -0.463], [1.561, 3.403, -0.354], [-0.152, -3.935, -0.540], [1.227, -3.666, 2.334], [-2.688, 2.750, 0.132], [-2.525, 2.487, 1.191], [-3.568, 3.410, 0.089], [-2.929, 1.842, -0.440], [-1.322, 4.820, 0.324], [-1.106, 4.651, 1.389], [-0.575, 5.503, -0.098], [-2.281, 5.360, 0.276], [-1.808, 3.837, -1.920], [-2.717, 4.458, -1.924], [-1.017, 4.400, -2.431], [-2.047, 2.929, -2.484], [1.706, 4.014, 1.059], [1.531, 3.261, 1.845], [2.741, 4.374, 1.169], [1.042, 4.868, 1.230], [2.786, 2.504, -0.588], [2.836, 1.696, 0.153], [2.795, 2.083, -1.598], [3.678, 3.139, -0.482], [1.537, 4.485, -1.443], [1.140, 4.127, -2.406], [0.989, 5.392, -1.144], [2.583, 4.793, -1.620], [-0.076, -4.054, 3.068], [0.204, -4.558, 4.007], [-0.687, -3.174, 3.340], [-0.704, -4.751, 2.494], [2.000, -2.645, 3.193], [2.955, -2.353, 2.734], [1.424, -1.733, 3.406], [2.226, -3.119, 4.161], [2.126, -4.888, 2.135], [3.021, -4.649, 1.541], [2.451, -5.223, 3.132], [1.609, -5.734, 1.673], [0.156, -3.564, -2.001], [1.193, -3.797, -2.277], [-0.503, -4.170, -2.643], [-0.048, -2.504, -2.203], [-1.661, -3.691, -0.291], [-1.939, -2.628, -0.447], [-2.212, -4.284, -1.043], [-1.985, -4.021, 0.713], [0.195, -5.413, -0.339], [1.269, -5.601, -0.474], [-0.133, -5.807, 0.633], [-0.334, -5.985, -1.115], [-1.022, -0.354, 1.134], [1.621, 0.686, 2.043], [2.527, 0.869, 2.729], [-1.904, -0.096, -1.266], [-1.341, 0.491, -2.193], [-1.839, 0.389, -3.710], [-1.212, 1.437, -4.605], [-1.450, -0.974, -4.277], [-3.366, 0.542, -3.696], [-1.436, 2.451, -4.267], [-0.127, 1.306, -4.659], [-1.606, 1.335, -5.625], [-1.837, -1.780, -3.645], [-1.864, -1.095, -5.289], [-0.358, -1.079, -4.344], [-3.744, 0.901, -4.665], [-3.830, -0.424, -3.451], [-3.678, 1.259, -2.921], [-1.838, 1.858, 5.426], [-1.369, 0.570, 6.142], [-0.717, -0.292, 5.053], [-1.078, 0.284, 3.748], [-1.770, 1.562, 3.922], [-2.855, 2.140, 5.715], [-1.175, 2.701, 5.656], [-2.231, 0.039, 6.568], [-0.657, 0.782, 6.949], [0.382, -0.255, 5.124], [-1.039, -1.344, 5.047], [-2.782, 1.478, 3.484], [-1.190, 2.325, 3.375]],
  "lowdin_charge": [-0.335, -0.317, -0.024, -0.034, -0.030, 0.120, 0.112, 0.117, 0.098, 0.974, 1.053, -0.275, 0.091, 0.091, -0.310, 0.071, -0.661, -0.692, -0.682, -0.704, -0.129, 0.041, 0.095, 0.045, -0.093, 0.078, 0.062, 0.094, -0.081, 0.100, 0.081, 0.048, -0.098, 0.046, 0.095, 0.061, -0.088, 0.049, 0.071, 0.096, -0.076, 0.074, 0.071, 0.093, -0.083, 0.097, 0.065, 0.069, -0.103, 0.080, 0.040, 0.099, -0.095, 0.084, 0.092, 0.060, -0.081, 0.085, 0.100, 0.062, -0.113, 0.019, 0.098, 0.074, -0.098, 0.085, 0.070, 0.095, 1.551, -0.100, 0.083, -0.165, -0.442, -0.551, -0.069, -0.057, -0.054, 0.071, 0.059, 0.096, 0.074, 0.094, 0.077, 0.087, 0.082, 0.071, -0.135, -0.133, -0.161, -0.419, -0.201, 0.118, 0.118, 0.118, 0.120, 0.117, 0.117, 0.118, 0.113],
  "gap_ev": 6.7,
  "total_charge": 1
}

No. 2
{
  "formula": "C33H59BiNP2Si",
  "method": "ωB97M-V/def2-TZVPD",
  "species": ["Bi", "C", "C", "C", "C", "C", "C", "H", "H", "H", "C", "H", "H", "H", "C", "H", "H", "H", "C", "H", "H", "H", "C", "H", "H", "H", "C", "C", "C", "C", "C", "C", "C", "C", "H", "H", "H", "H", "H", "H", "H", "H", "H", "H", "H", "H", "P", "C", "H", "H", "H", "C", "H", "H", "H", "C", "H", "H", "H", "P", "C", "H", "H", "H", "C", "H", "H", "H", "C", "H", "H", "H", "C", "Si", "C", "C", "N", "C", "C", "C", "C", "C", "C", "H", "H", "H", "H", "H", "H", "H", "H", "H", "H", "H", "H", "H", "H"],
  "positions_angstrom": [[0.698, -0.108, -1.020], [-2.263, 1.671, 0.199], [-2.658, 0.759, -0.827], [-2.519, -0.418, 1.144], [-2.220, 0.945, 1.422], [-2.811, -0.533, -0.241], [-1.935, 3.109, 0.029], [-1.511, 3.315, -0.968], [-1.211, 3.443, 0.791], [-2.835, 3.741, 0.140], [-1.897, 1.481, 2.761], [-1.667, 2.552, 2.724], [-1.043, 0.950, 3.214], [-2.744, 1.371, 3.458], [-2.485, -1.530, 2.119], [-3.494, -1.875, 2.401], [-1.977, -1.217, 3.039], [-1.954, -2.405, 1.707], [-3.247, -1.754, -0.959], [-4.350, -1.830, -0.949], [-2.853, -2.666, -0.485], [-2.942, -1.739, -2.018], [-2.979, 1.091, -2.232], [-3.979, 1.557, -2.286], [-3.033, 0.184, -2.848], [-2.257, 1.792, -2.680], [1.681, 0.486, -3.285], [0.614, 1.362, -3.468], [-0.078, 1.560, -4.764], [-0.967, 0.425, -5.341], [-1.063, -0.874, -4.597], [-0.019, -1.696, -4.457], [1.318, -1.420, -5.077], [2.213, -0.335, -4.450], [0.656, 1.823, -5.545], [-0.618, 0.252, -6.375], [-0.715, 2.454, -4.662], [2.483, 0.368, -5.255], [2.501, 0.802, -2.613], [0.421, 2.138, -2.715], [3.168, -0.801, -4.157], [1.889, -2.361, -5.064], [-0.129, -2.682, -3.995], [1.208, -1.170, -6.149], [-1.988, 0.824, -5.442], [-2.069, -1.180, -4.292], [1.868, 1.984, 0.432], [1.481, 2.578, 2.117], [2.327, 3.169, 2.501], [1.327, 1.723, 2.791], [0.590, 3.221, 2.120], [3.610, 1.496, 0.683], [4.163, 2.348, 1.101], [4.071, 1.215, -0.274], [3.660, 0.652, 1.382], [2.041, 3.524, -0.557], [2.472, 3.293, -1.542], [2.714, 4.225, -0.043], [1.063, 4.009, -0.700], [1.102, -2.709, -0.281], [-0.095, -3.836, -1.075], [0.435, -4.716, -1.467], [-0.636, -3.342, -1.896], [-0.836, -4.169, -0.331], [2.653, -2.944, -1.221], [2.442, -2.985, -2.300], [3.129, -3.888, -0.921], [3.343, -2.109, -1.019], [1.390, -3.452, 1.362], [1.583, -4.531, 1.249], [0.495, -3.323, 1.988], [2.237, -2.966, 1.867], [4.498, -1.699, 2.386], [3.435, -1.181, 3.865], [3.398, -2.635, 5.073], [3.990, 0.516, 4.468], [1.759, -0.949, 3.478], [0.732, -0.932, 4.314], [-0.098, -2.091, 4.538], [-0.649, -2.302, 5.793], [-0.617, -1.283, 6.757], [-0.142, -0.012, 6.405], [0.421, 0.203, 5.155], [5.558, -1.745, 2.693], [4.459, -1.015, 1.530], [4.243, -2.697, 2.006], [4.405, -2.925, 5.402], [2.788, -2.417, 5.963], [2.928, -3.504, 4.583], [3.892, 1.245, 3.649], [3.357, 0.887, 5.289], [5.036, 0.528, 4.808], [-0.129, -2.857, 3.764], [-1.093, -3.271, 6.026], [-0.971, -1.479, 7.772], [-0.175, 0.813, 7.120], [0.806, 1.179, 4.855]],
  "lowdin_charge": [1.273, -0.252, -0.246, -0.206, -0.199, -0.260, -0.057, 0.067, 0.049, 0.093, -0.029, 0.072, 0.053, 0.104, -0.025, 0.102, 0.055, 0.071, -0.048, 0.096, 0.062, 0.058, -0.020, 0.111, 0.055, 0.071, -0.396, -0.241, -0.185, -0.173, -0.115, -0.122, -0.188, -0.183, 0.120, 0.119, 0.111, 0.119, 0.038, 0.059, 0.108, 0.107, 0.090, 0.119, 0.109, 0.095, 0.658, -0.257, 0.058, 0.011, 0.034, -0.287, 0.058, 0.049, -0.006, -0.258, 0.043, 0.058, 0.041, 0.604, -0.270, 0.056, 0.017, 0.046, -0.298, 0.038, 0.052, 0.028, -0.265, 0.064, 0.013, -0.006, -0.173, 0.412, -0.155, -0.167, 0.035, -0.398, -0.033, -0.067, -0.055, -0.063, -0.033, 0.047, 0.000, 0.019, 0.036, 0.034, 0.037, 0.006, 0.028, 0.034, 0.089, 0.115, 0.115, 0.114, 0.102],
  "gap_ev": [4.6, 5.5],
  "total_charge": 1
}